{"formula": "C65H74N5O2", "method": "wB97M-V/def2-TZVPD", "charge": 1, "e_lumo_ev": -4.8, "energy_ha": -2945.06364, "orbital_gap_ev": 3.32, "e_homo_ha": -0.29660, "species": ["C", "C", "C", "C", "C", "C", "C", "C", "C", "C", "C", "C", "C", "C", "N", "C", "C", "C", "C", "C", "C", "N", "O", "O", "C", "C", "N", "C", "C", "C", "C", "C", "C", "C", "C", "C", "C", "C", "C", "C", "C", "C", "C", "H", "H", "H", "H", "H", "H", "H", "H", "H", "H", "H", "H", "H", "H", "H", "H", "H", "H", "H", "H", "H", "H", "H", "H", "H", "H", "H", "H", "H", "H", "H", "H", "H", "H", "H", "H", "H", "H", "H", "H", "H", "H", "H", "H", "H", "H", "H", "H", "H", "C", "N", "C", "C", "C", "C", "C", "C", "C", "C", "C", "C", "C", "C", "C", "C", "C", "N", "C", "C", "C", "C", "C", "C", "C", "C", "C", "C", "C", "H", "H", "H", "H", "H", "H", "H", "H", "H", "H", "H", "H", "H", "H", "H", "H", "H", "H", "H", "H", "H", "H", "H", "H", "H"], "positions_angstrom": [[0.31005, 0.07066, -5.74789], [-0.45233, 1.07308, -4.89856], [0.43818, 2.30267, -4.65460], [-1.66311, 1.53292, -5.72196], [-0.95869, 0.51841, -3.53798], [-1.55880, 1.46583, -2.68764], [-1.90705, 1.14050, -1.38406], [-1.88248, -0.19205, -0.97566], [-1.62313, -1.21522, -1.88905], [-2.24039, -2.62290, -1.63556], [-1.19371, -3.66188, -1.24016], [-3.04103, -3.02522, -2.88206], [-3.21966, -2.60837, -0.44083], [-0.86197, -0.81578, -3.06477], [0.28761, -1.59538, -3.43695], [1.58073, -1.19264, -3.10667], [1.86871, 0.08564, -2.68635], [3.19796, 0.63214, -2.55540], [4.13507, 0.53527, -3.62481], [5.46952, 0.77063, -3.38414], [5.84298, 1.13028, -2.06538], [7.07869, 0.58222, -1.62371], [7.42936, 0.68999, -0.42927], [7.73694, -0.06701, -2.47823], [4.90515, 1.56087, -1.09730], [3.57354, 1.29363, -1.35287], [2.36267, -2.33427, -3.06781], [3.68735, -2.46965, -2.51059], [3.93771, -2.21186, -1.12450], [2.90346, -2.34764, 0.06243], [3.43208, -1.69181, 1.34764], [2.63695, -3.84378, 0.29767], [1.56577, -1.68563, -0.19423], [5.28138, -2.02389, -0.76131], [6.29972, -2.65232, -1.48283], [5.96895, -3.25517, -2.68173], [4.75400, -2.93709, -3.31491], [4.84644, -3.11331, -4.86648], [6.16347, -2.45531, -5.34001], [3.74495, -2.44591, -5.67299], [4.90460, -4.61072, -5.19049], [1.59180, -3.39201, -3.55442], [0.35530, -2.92772, -3.82086], [-0.31471, -0.78510, -6.02181], [0.62836, 0.57135, -6.67381], [1.21374, -0.27872, -5.24405], [-0.13804, 3.14601, -4.25535], [1.23973, 2.05842, -3.95132], [0.90455, 2.62227, -5.59584], [-2.25183, 2.29202, -5.19608], [-1.32593, 1.97188, -6.66967], [-2.31431, 0.68399, -5.96113], [-1.72751, 2.48711, -3.04580], [-2.24482, 1.92493, -0.69196], [-2.14862, -0.43363, 0.05765], [-0.59529, -3.29244, -0.39611], [-1.68624, -4.59265, -0.91706], [-0.51273, -3.92036, -2.05327], [-3.92221, -2.37581, -2.97715], [-2.45625, -2.93296, -3.80346], [-3.39346, -4.05823, -2.79109], [-4.00153, -1.83972, -0.53413], [-3.72880, -3.58428, -0.36436], [-2.68488, -2.45768, 0.51102], [1.00913, 0.64781, -2.33446], [3.77694, 0.30198, -4.63117], [6.24267, 0.62640, -4.13889], [5.25643, 2.01768, -0.17615], [2.79676, 1.54018, -0.62593], [3.73878, -0.65468, 1.15787], [2.63302, -1.65500, 2.10166], [4.27349, -2.23543, 1.79088], [2.20490, -4.30759, -0.59934], [3.55232, -4.38612, 0.56810], [1.91483, -3.98215, 1.11373], [1.02127, -2.16337, -1.00865], [0.94270, -1.76114, 0.71029], [1.68806, -0.62338, -0.42084], [5.54217, -1.47196, 0.14706], [7.31670, -2.69317, -1.08762], [6.70188, -3.87763, -3.20039], [7.05750, -3.01853, -5.04227], [6.17736, -2.38066, -6.43408], [6.24414, -1.43364, -4.94320], [2.78191, -2.94447, -5.56444], [3.65242, -1.39084, -5.38937], [4.01396, -2.49099, -6.73910], [4.00133, -5.12665, -4.84399], [4.98444, -4.75662, -6.27406], [5.77536, -5.09278, -4.73349], [2.00884, -4.38375, -3.64430], [-0.49400, -3.43622, -4.24999], [-3.09268, -3.51117, 3.75557], [-4.32386, -2.71488, 3.69832], [-5.24057, -2.99069, 4.75805], [-4.73639, -3.02993, 6.07134], [-5.58274, -3.31385, 7.13939], [-6.92218, -3.64584, 6.89369], [-7.41912, -3.65377, 5.58351], [-6.58787, -3.30499, 4.51394], [-4.25755, -1.42138, 3.18052], [-5.43256, -0.68088, 2.92321], [-5.34919, 0.63204, 2.50541], [-4.08308, 1.28104, 2.43011], [-3.95076, 2.62868, 1.99719], [-3.13898, 3.59151, 2.64603], [-2.63101, 4.68911, 1.89236], [-1.87397, 5.67678, 2.48818], [-1.60872, 5.65158, 3.88394], [-0.81326, 6.61642, 4.48362], [0.21446, 7.33088, 3.71281], [-1.16511, 7.21945, 5.72736], [-0.62998, 6.77030, 6.94433], [-0.86852, 7.49333, 8.11741], [-1.64511, 8.65552, 8.09433], [-2.16122, 9.11666, 6.87879], [-1.90242, 8.42000, 5.70228], [-2.17140, 4.60704, 4.66058], [-2.83502, 3.55816, 4.05023], [-2.91566, 0.54033, 2.75793], [-2.99020, -0.81347, 3.01772], [-2.59613, -3.48570, 2.77740], [-2.39907, -3.13419, 4.52636], [-3.37719, -4.54217, 4.00308], [-3.68283, -2.79337, 6.23944], [-5.18760, -3.26163, 8.15461], [-7.57152, -3.91759, 7.72797], [-8.46333, -3.90922, 5.39375], [-6.95986, -3.27488, 3.48794], [-6.39930, -1.16327, 3.04943], [-6.25062, 1.20643, 2.28615], [-4.54827, 2.96335, 1.14532], [-2.86721, 4.72455, 0.82405], [-1.52634, 6.51235, 1.87854], [0.33517, 8.33327, 4.14709], [1.18151, 6.80564, 3.76966], [-0.06117, 7.41552, 2.65886], [-0.01430, 5.86901, 6.95303], [-0.44440, 7.14057, 9.05729], [-1.82005, 9.22354, 9.01033], [-2.76467, 10.02284, 6.84417], [-2.26109, 8.79277, 4.74066], [-2.04327, 4.62474, 5.74198], [-3.17949, 2.70986, 4.64029], [-1.95559, 1.05063, 2.79426], [-2.07206, -1.37494, 3.18440]], "atomic_forces_ev_per_a": [[0.37, -0.09, -0.29], [0.05, 0.08, 0.29], [0.26, 0.10, 0.05], [-0.31, -0.07, -0.04], [-0.08, -0.35, 0.12], [-0.60, 0.10, 0.25], [0.36, 0.53, -0.27], [-0.64, -0.29, -0.33], [0.32, 0.37, 0.20], [0.53, 0.15, 0.54], [0.28, -0.60, 0.03], [-0.05, 0.11, -0.08], [-0.26, 0.14, 0.11], [-0.07, 0.93, 0.52], [-0.17, -0.56, -0.76], [0.04, 0.98, 1.19], [0.14, -0.25, -0.38], [-0.01, 0.04, 0.17], [-0.29, 0.40, 0.34], [-0.12, 0.07, 0.77], [-0.89, -0.44, -0.19], [2.53, -0.52, 0.07], [-0.64, -0.08, -1.82], [-0.79, 1.16, 1.77], [0.23, -0.43, -0.71], [0.03, 0.27, -0.56], [-0.11, 0.16, -0.33], [0.64, -0.37, 0.21], [-0.18, 0.19, 0.24], [0.15, 0.61, -0.43], [0.21, -0.03, 0.18], [0.26, -0.20, -0.08], [-0.52, 0.32, 0.06], [-0.03, -0.39, 0.26], [-0.33, 0.01, 0.01], [0.20, 0.29, 0.08], [0.03, -0.13, -0.31], [0.16, -0.16, 0.40], [0.20, 0.20, -0.06], [-0.28, 0.09, -0.24], [-0.10, -0.14, -0.16], [-0.31, -0.09, -0.25], [0.19, -0.72, 0.08], [0.11, 0.01, 0.04], [-0.16, -0.15, 0.16], [-0.15, 0.06, -0.24], [0.16, -0.14, -0.11], [-0.10, 0.16, -0.19], [-0.17, -0.04, 0.15], [0.04, -0.14, -0.08], [0.01, -0.08, 0.20], [0.02, 0.14, 0.06], [0.21, -0.44, 0.19], [0.23, -0.36, -0.28], [-0.29, 0.00, -0.51], [-0.20, -0.15, -0.21], [0.06, 0.23, -0.11], [-0.14, 0.04, 0.34], [0.20, -0.12, -0.08], [-0.15, -0.03, 0.18], [0.07, 0.11, 0.02], [0.24, -0.13, 0.02], [0.25, 0.29, -0.15], [-0.16, 0.03, -0.27], [0.31, 0.03, 0.01], [0.14, 0.02, 0.53], [-0.29, -0.05, 0.31], [-0.08, -0.38, -0.04], [0.25, -0.10, -0.14], [-0.01, -0.20, 0.03], [0.15, -0.13, -0.20], [-0.08, 0.12, -0.11], [0.13, 0.08, 0.12], [-0.14, 0.12, -0.13], [0.12, 0.14, -0.09], [0.05, 0.16, 0.14], [0.09, -0.08, -0.16], [-0.09, -0.22, 0.07], [-0.18, -0.60, -0.16], [-0.33, 0.08, -0.15], [-0.18, 0.50, 0.12], [-0.27, 0.23, -0.03], [-0.06, -0.11, 0.15], [0.06, -0.31, -0.06], [0.01, 0.14, -0.03], [-0.12, -0.36, -0.17], [-0.08, 0.03, 0.29], [0.13, 0.04, -0.06], [-0.03, 0.02, 0.11], [-0.18, 0.07, -0.01], [-0.05, 0.16, -0.16], [0.18, 0.01, 0.15], [-0.06, 0.10, 0.01], [0.33, 0.58, -0.71], [-0.76, -0.53, 0.69], [-0.28, 0.32, -0.36], [-0.19, -0.07, -0.29], [0.14, -0.03, -0.14], [0.23, 0.25, 0.17], [0.46, 0.10, 0.22], [0.45, -0.72, 0.76], [-0.17, 0.45, -0.06], [0.37, -0.34, -0.27], [-0.17, -0.26, 0.24], [0.30, 0.40, 0.91], [0.34, -0.24, -0.39], [-0.14, 0.52, 0.36], [-0.05, -0.38, -0.69], [0.48, 0.68, 0.37], [-0.58, -0.67, -1.11], [0.08, 0.17, -0.01], [0.18, 0.68, 1.28], [-0.24, 0.15, -0.35], [-0.20, 0.00, -0.04], [0.17, -0.11, -0.24], [0.08, -0.17, 0.07], [0.03, -0.55, -0.05], [-0.44, -0.59, -0.13], [0.13, 0.33, -0.09], [-0.32, -0.01, 0.07], [-0.03, 0.39, -0.04], [-0.12, -0.10, 0.26], [-0.07, -0.21, -0.26], [0.17, 0.34, -0.13], [-0.39, -0.07, 0.05], [-0.19, -0.16, -0.26], [0.16, 0.14, -0.29], [0.34, 0.05, 0.08], [0.07, -0.17, 0.32], [0.25, 0.21, -0.01], [0.21, -0.25, -0.01], [0.13, -0.04, 0.12], [0.11, 0.17, 0.38], [-0.09, -0.41, 0.22], [-0.03, -0.36, -0.29], [-0.33, 0.11, 0.05], [0.15, 0.16, 0.26], [-0.14, 0.26, 0.04], [-0.11, 0.10, -0.24], [0.04, -0.25, -0.28], [0.20, -0.19, 0.02], [0.03, -0.08, 0.28], [0.05, -0.08, -0.29], [-0.04, 0.28, -0.06], [-0.11, -0.14, -0.26], [-0.32, 0.21, 0.04]], "lowdin_charge": [-0.05, -0.53, -0.04, -0.05, -0.11, -0.05, -0.07, -0.04, -0.06, -0.51, -0.05, -0.03, -0.07, -0.06, 0.03, -0.23, -0.06, -0.21, -0.01, 0.01, -0.18, -0.33, 0.04, 0.02, 0.00, -0.03, 0.05, -0.07, -0.06, -0.50, -0.06, -0.03, -0.07, -0.04, -0.04, -0.04, -0.08, -0.52, -0.04, -0.05, -0.04, -0.05, -0.07, 0.09, 0.10, 0.06, 0.08, 0.07, 0.09, 0.08, 0.09, 0.09, 0.11, 0.09, 0.09, 0.07, 0.10, 0.05, 0.10, 0.07, 0.09, 0.09, 0.10, 0.06, 0.11, 0.10, 0.12, 0.12, 0.12, 0.08, 0.08, 0.09, 0.08, 0.09, 0.09, 0.06, 0.09, 0.07, 0.11, 0.12, 0.11, 0.08, 0.09, 0.07, 0.07, 0.06, 0.09, 0.08, 0.09, 0.08, 0.13, 0.12, -0.04, -0.08, -0.24, -0.02, -0.07, -0.08, -0.07, -0.02, -0.18, 0.02, 0.01, -0.23, 0.08, -0.22, 0.00, 0.01, -0.17, -0.08, -0.01, -0.25, -0.02, -0.07, -0.07, -0.07, -0.02, 0.02, 0.02, -0.01, -0.01, 0.09, 0.09, 0.11, 0.11, 0.11, 0.11, 0.11, 0.12, 0.11, 0.13, 0.14, 0.13, 0.11, 0.10, 0.10, 0.07, 0.12, 0.11, 0.11, 0.11, 0.12, 0.12, 0.13, 0.13, 0.11]}